Entry 1:
A 6-piece molecular cluster, C18H33NO7 overall. Source: the Open Molecules 2025 dataset; level of theory: ωB97M-V/def2-TZVPD.

The value obtained for the energy relative to the best compared isomer or geometry (same formula, charge and spin) is 0.000 eV. The spin multiplicity is 1. For the HOMO-LUMO gap, the calculation gives 7.73 eV. The structure (SMILES) is NCCCc1ccc2c(c1)C(=O)C=CC2=O.CO.CO.CO.CO.CO. Its HOMO energy is -8.666 eV. The value obtained for the energy is -1287.008117 a.u.

Structure (XYZ):
```
59
C18H33NO7 ωB97M-V/def2-TZVPD
H -3.97667 4.93914 4.10410
C 0.89942 0.75241 -1.07435
H 7.18253 3.73252 2.34488
C 3.81055 -4.25452 1.16074
H -2.72223 1.47469 1.83140
C 2.22351 -1.23206 -0.68076
H 5.89497 2.60699 2.80942
C 6.62296 2.85427 2.03009
C -0.10852 -0.02423 -1.63030
H -1.15333 -3.05106 -0.18766
O 5.98997 3.17478 0.80133
O -0.01103 2.86923 -1.65722
C 1.58041 2.89448 0.09229
C 2.68404 2.30234 0.54476
C 3.13231 1.00294 -0.01978
C 0.74458 2.23430 -0.95567
O 4.31120 0.69918 -0.00633
H -1.00967 0.44793 -2.00451
C -1.85026 -2.94116 -1.02528
C -3.44008 -2.07157 -5.67093
C -3.03004 -2.08289 -0.51166
O 2.85474 -4.47915 0.12882
N -3.15724 -1.99481 0.94624
H -3.92901 1.28597 3.79244
H -2.59036 -1.23235 1.29777
H -2.49764 2.32580 3.96759
H -2.66837 5.50346 3.05015
H -4.33380 6.08416 2.80064
H 1.28939 -3.08185 -1.22720
H 7.31821 2.01774 1.91871
H 4.23896 -5.19257 1.52161
H -2.90239 -1.06352 -0.87800
C -3.72429 5.22331 3.08544
H -2.99767 -3.04426 -5.46922
H 4.61780 -3.59761 0.82556
H -1.80761 -1.62114 -2.74062
H -2.96693 -1.64850 -6.56038
O -3.20947 -1.26334 -4.52232
H 5.50232 2.39115 0.51201
H -2.44572 0.63489 4.51202
H 3.28516 -3.77191 1.98120
H -0.72125 -3.00045 -2.90645
H 3.12236 -1.70791 -0.31169
H 1.23227 3.85327 0.45696
H -3.59561 -0.39784 -4.68281
H 3.29238 2.77384 1.30794
H -3.78052 4.33512 1.35259
H -2.17671 -3.94856 -1.28938
C 0.02405 -1.41012 -1.68441
H 3.30491 -4.90989 -0.60336
H -2.85287 -2.84664 1.39900
H -3.95783 -2.50034 -0.90938
H -4.50807 -2.20467 -5.85965
O -3.99527 4.09667 2.25873
C -2.83786 1.30999 3.75479
C -1.10863 -2.26294 -2.20028
C 1.19903 -2.00242 -1.20419
O -2.36123 0.87236 2.48887
C 2.07015 0.14733 -0.60431
```

***

Entry 2:
C18H34Br12NO5PS as an isolated structure at a distorted geometry. Source: the Open Molecules 2025 dataset; level of theory: ωB97M-V/def2-TZVPD.

The spin multiplicity is 1. For the HOMO-LUMO gap, the calculation gives 8.71 eV. Its HOMO energy is -8.630 eV. The value obtained for the energy is -32764.735737 a.u.

Structure (XYZ):
```
72
C18H34Br12NO5PS ωB97M-V/def2-TZVPD
C -6.49111 5.20957 5.17849
H 0.36643 -2.43231 -3.04530
H -0.09399 -4.82487 -1.56883
C 6.41795 3.71605 -5.04902
H 2.69187 -3.34903 2.79459
S -0.21279 0.44936 -1.09871
H 4.77055 0.54332 -0.64933
H -1.93138 1.79888 2.41893
H -7.54940 0.17769 1.09610
Br 6.35924 2.06002 -4.02173
Br -2.17966 1.26894 5.30766
Br 5.68513 5.52900 -2.95612
H -3.95454 0.72371 3.67910
O 1.26088 -0.23020 -0.63999
H -6.43822 0.51520 -0.25063
H -5.59652 4.92309 5.73207
C -6.51481 0.40344 0.83117
H -5.45690 -0.57070 2.47375
H -2.06117 -6.21255 -2.59285
C 4.02478 1.41031 -0.72293
Br 1.68531 -5.59184 -3.14219
H 3.73923 -2.06099 -3.73304
H 3.90077 -0.72802 -4.98533
H 4.62145 2.36357 -0.42820
H 0.10190 -6.59236 -1.53251
H -0.96010 -6.63447 -3.92350
H 4.33333 2.04334 -2.85183
C 3.13721 -2.20386 -0.34281
C -1.16280 -5.91015 -3.13432
H -5.92969 -1.64351 1.13700
H 5.40376 3.90853 -5.40001
Br -7.11755 2.42179 5.39150
Br 2.04033 -6.36538 5.07497
C -7.07948 4.08119 4.36853
O -0.81271 0.88986 0.20563
H -4.25068 2.32344 4.39591
C 0.41067 -1.37835 -2.57400
H 3.63364 -4.51251 4.71863
C 2.13856 -4.19615 3.20526
H -8.10014 4.27353 4.03685
O -0.24011 1.48985 -2.17820
H 3.23603 1.27238 0.09240
H 1.29113 -3.82444 3.78173
C 6.99187 4.84579 -4.23112
C 3.98992 -0.94413 -3.84799
C 3.44283 1.68068 -2.19835
H 7.05822 3.49626 -5.90527
H 7.23755 5.69639 -4.86969
H 7.87548 4.56000 -3.66002
Br -2.40253 4.17212 3.03500
Br -1.63700 -4.23321 -4.00798
C 3.05413 -5.09383 3.99928
O -0.79712 -0.97561 -1.81864
H 2.69437 2.56419 -2.18930
Br -3.80636 -0.50102 0.60309
C -0.00686 -5.72226 -2.18258
N 3.99824 -2.44513 0.48291
Br -7.77355 5.88971 6.48003
H -6.45532 3.86531 3.50114
C 1.78986 -0.97869 -1.76996
H 3.73456 -5.67551 3.37700
Br -6.16282 2.15661 1.60912
Br 1.40912 -5.12430 1.65386
P 2.65038 0.18614 -3.04574
C -3.49952 1.68273 3.93328
O 2.36168 -2.30286 -1.53903
H -3.54562 2.31354 1.87740
H 0.32119 -0.69682 -3.50735
C -2.85144 2.30050 2.71995
C -5.58259 -0.64064 1.39292
H 5.05307 -0.67213 -3.52824
H -6.25813 6.06185 4.53743
```

***

Entry 3:
A 3-piece molecular cluster, C18H34BrO3S overall at a distorted geometry. Source: the Open Molecules 2025 dataset; level of theory: ωB97M-V/def2-TZVPD.

The spin multiplicity is 1. For the HOMO-LUMO gap, the calculation gives 8.03 eV. Its HOMO energy is -11.640 eV. The charge is +1. The value obtained for the energy is -3903.663681 a.u.

Structure (XYZ):
```
57
C18H34BrO3S ωB97M-V/def2-TZVPD
H -4.55962 1.97838 3.17481
C -3.56030 0.30371 2.04953
H -2.93690 -4.20829 1.23591
H 3.80312 1.88921 -5.77192
H -3.59384 -1.42203 3.57526
H 5.38788 1.28129 -2.64023
H 5.12913 3.10656 -4.01951
C 0.44102 1.03881 1.58841
C 1.22453 1.79412 0.50074
C -1.20606 -3.71406 -0.09253
H -2.89205 0.26612 1.10577
H -0.62321 1.38428 1.84023
C 0.35171 -3.64544 0.27784
H -1.37192 -3.00882 -0.99374
H -2.77273 2.31542 2.90381
H -1.59474 3.24709 -3.25290
H 0.72332 -2.56636 0.41925
H 0.77403 2.67390 -0.05653
C -3.08200 1.71164 -3.54471
C 2.55092 -0.64044 1.96853
H 3.30518 1.83027 -0.70512
O 4.59777 1.82080 -2.50510
H -4.54661 -0.18679 1.75021
H 0.62716 -4.33104 1.15578
C -2.56915 2.95762 -2.85089
C 4.29420 2.45526 -3.74427
H 0.63879 -1.88830 3.78830
C -2.88159 -0.60072 3.22780
C 3.18975 -1.90047 2.70905
S -1.37002 -1.38523 2.40831
C -2.20853 -3.34333 1.10410
H 4.92158 0.77793 -4.95222
C 4.04268 1.41515 -4.81748
Br -4.22496 2.79117 0.73360
H 3.40726 3.07522 -3.59768
C 0.16672 -0.91336 3.39861
H -2.81563 -2.42134 0.75879
H 0.93716 -4.04772 -0.63363
C -3.70153 1.84988 2.43741
H 2.55905 -2.84834 2.60379
H -1.41645 -4.76928 -0.51091
H 3.21724 -1.63777 3.83395
C 3.31055 0.13975 0.87236
H -2.07048 0.48213 -2.42557
O -2.16086 0.64000 -3.37413
H 3.21529 0.76074 -4.53100
H -2.43149 2.77497 -1.78090
O -1.53165 -3.07447 2.38847
H 4.25444 -2.02585 2.28990
H 4.36565 -0.23656 0.60938
H -2.50004 0.05177 4.10166
H -3.19777 1.89001 -4.61546
H -0.08587 -0.24020 4.28654
C 1.11902 -0.18218 2.31370
H -3.26490 3.79040 -2.97864
C 2.66823 1.33551 0.12156
H -4.05252 1.40930 -3.13826
```

***

Entry 4:
A 2-piece molecular cluster, C18H34ClNO6S overall at a distorted geometry. Source: the Open Molecules 2025 dataset; level of theory: ωB97M-V/def2-TZVPD.

The value obtained for the energy relative to the best compared isomer or geometry (same formula, charge and spin) is 4.653 eV. The spin multiplicity is 1. For the HOMO-LUMO gap, the calculation gives 7.46 eV. The structure (SMILES) is C=C[C@](C[C@H](C)O)(NCCC)OC(=O)CCCCS(=O)(=O)Cl.C1CCOC1. Its HOMO energy is -8.341 eV. The value obtained for the energy is -2070.542243 a.u.

Structure (XYZ):
```
61
C18H34ClNO6S ωB97M-V/def2-TZVPD
H 2.33523 -1.96987 -2.09110
H 1.18714 -5.54179 0.38419
H 3.35142 0.49069 -0.42307
H 4.90810 -4.77532 0.03293
O 2.24028 -4.07398 -0.63547
C 0.16378 1.17260 0.97333
H 3.92530 -3.28600 -1.55242
O -1.48997 1.81305 3.62476
H -1.67728 4.41575 1.58695
H 1.81081 4.15335 -2.11042
C 2.19185 -5.11433 0.35069
H -5.05506 2.30847 -0.64970
N 1.40341 0.34801 1.17137
H 3.11147 -4.60582 -2.41739
H 0.15116 4.17475 0.53638
C -5.38594 1.67571 0.25679
C 0.26467 2.05366 -0.39447
H 0.97674 1.59112 -1.16047
H -2.83642 3.79727 2.85129
H -6.35841 2.12721 0.63385
C -2.17950 3.45317 1.96820
H 2.41214 -4.66397 1.32469
C -1.13598 2.40927 2.56986
C 2.89288 -0.96137 -2.04712
H -2.67338 2.40217 -0.04323
C 3.24597 -6.13378 -0.03575
C 3.02997 -0.61193 -0.47131
H 2.82913 -6.84896 -0.75234
H 1.31428 -0.07156 2.10701
C -4.24911 1.81066 1.42027
C 3.42160 -4.24584 -1.43018
Cl -4.88097 -0.27886 -2.27978
H 2.19386 -0.18260 -2.51864
H 0.82595 -0.62355 -0.74911
H 2.45222 4.35038 0.61351
O -5.09096 -1.10849 0.59406
H -1.56027 -0.21563 1.94832
C 1.52064 -0.73170 0.14315
H -3.75307 0.80344 1.61840
H -2.42682 0.44579 -0.92082
H -0.74090 2.17818 -0.91335
H 3.63176 -6.69253 0.81855
C 4.28375 -5.26973 -0.71866
H 1.48613 -1.75015 0.65297
H 4.93755 -5.82075 -1.39666
H -3.78158 3.76491 0.46780
C 0.80042 4.27129 -1.59519
H 3.76532 -1.32532 0.02196
C -1.80904 -0.21535 -0.23384
C 0.82159 3.54492 -0.13170
C -1.13600 0.20783 0.96284
C -3.17564 2.86467 0.86651
H -1.77770 -1.33361 -0.51098
H 3.90468 -0.99113 -2.57296
S -5.64277 -0.06225 -0.32345
H -0.07172 3.87922 -2.23948
O 2.19957 3.45942 0.29170
H 0.63112 5.38162 -1.39859
H -4.75444 2.26038 2.33433
O 0.16364 2.13273 2.06891
O -7.14255 -0.23550 -0.47798
```

***

Question: Which of these has the lowest energy?
Answer: C18H34Br12NO5PS

***

Question: What is the energy in the third record?
Answer: -3903.663681 a.u.